{
  "formula": "C16H36BNO3",
  "method": "ωB97M-V with the def2-TZVPD basis set",
  "elements": ["C", "C", "C", "B", "C", "C", "O", "C", "O", "C", "C", "H", "H", "H", "H", "H", "H", "H", "H", "H", "H", "H", "H", "H", "H", "H", "H", "C", "C", "N", "C", "C", "C", "C", "C", "O", "C", "H", "H", "H", "H", "H", "H", "H", "H", "H", "H", "H", "H", "H", "H", "H", "H", "H", "H", "H", "H"],
  "xyz": [[3.24, -3.40, 2.32], [2.69, -2.03, 2.56], [2.13, -1.01, 1.38], [3.20, -1.02, 0.11], [2.83, 0.08, -1.08], [3.36, 1.61, -0.66], [3.80, 2.41, -1.82], [4.93, 3.30, -1.47], [6.15, 2.78, -1.17], [4.83, 4.97, -1.49], [5.63, 5.65, -0.21], [3.89, -3.75, 1.41], [2.99, -4.22, 3.15], [2.66, -1.66, 3.69], [1.04, -1.30, 1.01], [2.09, 0.06, 1.88], [3.19, -2.12, -0.33], [4.27, -0.80, 0.58], [3.38, -0.32, -2.06], [1.67, 0.08, -1.33], [2.49, 2.11, -0.04], [4.28, 1.41, 0.07], [3.70, 5.32, -1.55], [5.41, 5.35, -2.45], [6.05, 6.69, -0.59], [6.56, 5.02, 0.13], [4.92, 5.90, 0.70], [-3.23, -1.05, 2.36], [-4.12, -0.96, 1.13], [-3.59, -0.02, 0.02], [-3.50, 1.41, 0.61], [-4.63, 0.09, -1.13], [-4.90, -1.17, -1.91], [-2.15, -0.36, -0.48], [-1.90, -1.81, -0.97], [-2.14, -2.75, 0.07], [-2.59, -4.01, -0.39], [-3.15, -0.09, 2.88], [-3.67, -1.76, 3.07], [-2.22, -1.40, 2.14], [-5.10, -0.57, 1.42], [-4.28, -1.95, 0.70], [-4.49, 1.68, 1.01], [-3.22, 2.10, -0.20], [-2.74, 1.44, 1.39], [-4.27, 0.88, -1.81], [-5.56, 0.44, -0.66], [-4.16, -1.32, -2.70], [-5.86, -1.07, -2.44], [-4.97, -2.07, -1.30], [-1.48, -0.15, 0.36], [-1.93, 0.34, -1.29], [-0.85, -1.89, -1.25], [-2.48, -2.03, -1.86], [-2.47, -4.15, -1.47], [-3.65, -4.11, -0.13], [-2.04, -4.80, 0.13]],
  "e_homo_ev": -6.27,
  "e_above_lowest_kcal_mol": 209.6,
  "total_charge": 0,
  "orbital_gap_ha": 0.2066,
  "fmax_ha_per_bohr": 0.1719
}